[1]
51
Properties=species:S:1:pos:R:3:mulliken_charge:R:1 method="wB97M-V/def2-TZVPD" orbital_gap_ha=0.3191 homo_ev=-8.10 smiles="Cc1ccc(NC(=O)CN2C(=O)[C@@H]3CCCCN3C(=O)c3ccccc32)cc1" e_tot_ev=-33802.21172 spin_multiplicity=1 largest_force_ha_per_bohr=0.013
C -5.95 0.15 -1.31 -1.44
C -4.70 -0.19 -0.55 0.88
C -4.07 0.75 0.25 -1.00
C -2.91 0.43 0.93 -0.36
C -2.36 -0.85 0.83 0.74
N -1.18 -1.10 1.53 -0.01
C -0.42 -2.22 1.54 0.68
O -0.71 -3.29 1.05 -0.67
C 0.95 -1.97 2.20 -1.09
N 1.69 -1.04 1.37 0.27
C 1.58 0.29 1.64 0.44
O 0.93 0.71 2.58 -0.71
C 2.21 1.19 0.59 -0.39
C 2.47 2.61 1.11 -1.05
C 2.47 3.58 -0.07 -0.71
C 1.07 3.65 -0.71 -0.73
C 0.30 2.35 -0.45 -0.89
N 1.19 1.22 -0.45 0.26
C 0.95 0.15 -1.25 0.61
O 0.07 0.13 -2.09 -0.70
C 1.89 -1.01 -1.08 1.20
C 2.37 -1.61 -2.24 -0.90
C 3.22 -2.69 -2.17 -0.71
C 3.59 -3.20 -0.94 -0.70
C 3.10 -2.63 0.22 -0.91
C 2.24 -1.54 0.17 -0.01
C -2.99 -1.80 0.03 -0.48
C -4.15 -1.46 -0.65 -0.85
H -5.70 0.34 -2.36 0.29
H -6.66 -0.67 -1.28 0.38
H -6.41 1.05 -0.91 0.35
H -4.48 1.74 0.34 0.32
H -2.43 1.17 1.56 0.39
H -0.81 -0.30 2.04 0.15
H 0.82 -1.52 3.19 0.48
H 1.48 -2.92 2.28 0.47
H 3.13 0.76 0.19 0.65
H 1.71 2.88 1.83 0.36
H 3.44 2.62 1.61 0.53
H 2.78 4.57 0.27 0.42
H 3.20 3.24 -0.80 0.32
H 0.50 4.48 -0.29 0.38
H 1.17 3.82 -1.78 0.29
H -0.45 2.17 -1.22 0.48
H -0.21 2.40 0.52 0.27
H 2.05 -1.20 -3.19 0.50
H 3.59 -3.15 -3.08 0.42
H 4.27 -4.04 -0.87 0.42
H 3.39 -3.03 1.18 0.48
H -2.57 -2.79 -0.06 0.52
H -4.63 -2.21 -1.27 0.37

***

[2]
12
Properties=species:S:1:pos:R:3:mulliken_charge:R:1 method="wB97M-V/def2-TZVPD" orbital_gap_ha=0.3249 homo_ev=-4.85 e_tot_ev=-25354.35565 spin_multiplicity=1 largest_force_ha_per_bohr=0.048 charge=-1
C 0.22 -0.91 0.74 0.81
C 1.24 -0.70 -0.36 -1.01
N -1.43 -0.04 -0.56 -0.36
O -0.09 0.20 1.46 -0.36
O -0.15 -2.00 1.08 -0.60
O -0.03 2.10 -0.19 -0.59
O -1.99 1.75 1.21 -0.64
F -1.27 0.43 -1.91 -0.25
S -0.96 1.16 0.39 1.07
H 1.46 0.36 -0.47 0.33
H 0.85 -1.09 -1.29 0.26
H 2.14 -1.26 -0.10 0.34

***

[3]
52
Properties=species:S:1:pos:R:3:mulliken_charge:R:1 method="wB97M-V/def2-TZVPD" orbital_gap_ha=0.2973 homo_ev=-7.63 smiles="CCc1nnc(NC(=O)CSc2nnc(CNc3ccc(OC)cc3)n2CC)s1" e_tot_ev=-55235.37618 spin_multiplicity=1 largest_force_ha_per_bohr=0.032
C -5.20 -1.07 -1.73 -1.34
C -3.97 -0.32 -2.25 -0.26
C -2.73 -0.79 -1.59 0.84
N -1.73 -1.30 -2.20 -0.68
N -0.73 -1.68 -1.41 -0.36
C -0.98 -1.47 -0.16 0.15
N -0.11 -1.83 0.83 0.01
C -0.27 -1.51 2.15 0.70
O -1.22 -0.88 2.56 -0.63
C 0.83 -2.03 3.06 -0.86
S 2.39 -2.42 2.20 -0.26
C 2.76 -0.78 1.71 0.30
N 2.77 0.25 2.52 -0.61
N 2.96 1.34 1.77 -0.51
C 3.07 0.97 0.52 0.67
C 3.19 1.89 -0.64 -1.09
N 2.17 1.60 -1.63 -0.20
C 0.83 1.92 -1.39 0.81
C 0.32 2.17 -0.12 -0.50
C -1.03 2.40 0.07 -1.05
C -1.91 2.40 -1.01 0.40
O -3.26 2.61 -0.93 -0.47
C -3.82 2.83 0.34 -0.87
C -1.40 2.15 -2.29 -0.43
C -0.06 1.91 -2.47 -0.45
N 2.95 -0.39 0.42 0.66
C 3.08 -1.22 -0.75 -0.48
C 4.54 -1.53 -1.05 -1.31
S -2.52 -0.72 0.16 -0.10
H -6.10 -0.71 -2.23 0.40
H -5.10 -2.14 -1.93 0.34
H -5.32 -0.93 -0.66 0.38
H -3.86 -0.47 -3.32 0.31
H -4.09 0.75 -2.05 0.13
H 0.70 -2.38 0.55 0.18
H 0.49 -2.95 3.54 0.48
H 1.04 -1.28 3.83 0.43
H 3.13 2.92 -0.24 0.28
H 4.17 1.76 -1.12 0.51
H 2.45 1.81 -2.58 0.25
H 0.96 2.20 0.74 0.47
H -1.38 2.58 1.07 0.39
H -3.42 3.75 0.80 0.37
H -4.89 2.95 0.18 0.24
H -3.64 1.99 1.02 0.32
H -2.08 2.15 -3.13 0.43
H 0.32 1.72 -3.47 0.32
H 2.60 -0.69 -1.59 0.18
H 2.54 -2.15 -0.57 0.49
H 4.61 -2.16 -1.93 0.43
H 5.10 -0.62 -1.22 0.31
H 4.99 -2.06 -0.21 0.30

***

[4]
13
Properties=species:S:1:pos:R:3:mulliken_charge:R:1 method="wB97M-V/def2-TZVPD" orbital_gap_ha=0.3150 homo_ev=-9.15 e_tot_ev=-8258.21749 spin_multiplicity=1 largest_force_ha_per_bohr=0.020
N 2.52 -0.89 1.24 -0.43
C 1.67 -0.21 0.87 0.03
C 0.55 0.63 0.38 0.24
C 0.27 0.44 -1.14 -0.50
C -1.05 -0.24 -1.28 -0.44
C -1.23 -0.79 0.09 -0.38
N -0.68 0.19 1.05 -0.51
H 0.78 1.67 0.63 0.36
H 0.91 -0.32 -1.62 0.36
H 0.41 1.35 -1.74 0.35
H -1.32 0.98 1.05 0.28
H -0.59 -1.69 0.09 0.27
H -2.23 -1.12 0.38 0.36

***

[5]
111
Properties=species:S:1:pos:R:3:mulliken_spin:R:1 method="wB97M-V/def2-TZVPD" orbital_gap_ha="0.1872 / 0.3037" homo_ev="-7.36 / -10.53" s_squared=2.02 e_tot_ev=-117165.08981 spin_multiplicity=3 largest_force_ha_per_bohr=0.016 charge=+1
Ti -1.25 -1.50 -0.78 1.11
O -1.02 -3.55 2.91 0.03
C -0.95 -3.13 1.76 0.00
N -1.26 -1.91 1.30 -0.03
C -1.92 -1.04 2.24 0.02
C -3.02 -0.30 1.51 0.03
C -4.07 0.32 2.17 0.00
C -5.04 0.97 1.44 0.00
C -4.94 0.99 0.05 0.01
C -3.86 0.36 -0.53 0.04
N -2.91 -0.27 0.18 -0.05
C -0.48 -4.05 0.66 0.04
C -0.11 -5.36 0.93 0.00
C 0.27 -6.17 -0.13 0.01
C 0.27 -5.65 -1.41 0.00
C -0.12 -4.34 -1.60 0.04
N -0.49 -3.56 -0.59 -0.03
H -1.23 -0.31 2.67 0.00
H -2.34 -1.61 3.08 0.00
H -4.12 0.27 3.25 0.00
H -5.87 1.46 1.93 0.00
H -5.68 1.48 -0.56 0.00
H -3.73 0.34 -1.61 -0.01
H -0.15 -5.69 1.95 0.00
H 0.56 -7.20 0.05 0.00
H 0.56 -6.26 -2.26 0.00
H -0.15 -3.89 -2.59 0.00
C -0.70 -0.31 -4.97 0.02
C -1.68 -1.05 -5.66 0.09
C -2.52 -1.86 -4.95 0.00
C -2.39 -1.95 -3.56 0.11
N -1.43 -1.24 -2.89 0.03
C -0.61 -0.43 -3.61 0.08
C -3.24 -2.75 -2.71 0.12
C -4.27 -3.59 -3.16 0.01
C -5.04 -4.27 -2.26 0.06
C -4.78 -4.13 -0.89 0.04
C -3.76 -3.30 -0.50 0.05
N -2.98 -2.62 -1.38 0.09
H -0.02 0.35 -5.50 0.00
H -1.77 -0.97 -6.74 0.01
H -3.28 -2.43 -5.46 0.01
H 0.12 0.12 -3.05 0.02
H -4.44 -3.69 -4.22 0.01
H -5.83 -4.93 -2.61 0.00
H -5.36 -4.65 -0.15 0.00
H -3.51 -3.17 0.55 0.02
C 7.51 -2.64 -1.05 0.00
C 6.12 -2.09 -0.91 0.00
C 5.06 -2.90 -0.55 0.00
C 3.77 -2.40 -0.44 0.00
C 3.55 -1.06 -0.71 0.00
C 4.59 -0.23 -1.10 0.00
C 5.87 -0.74 -1.19 0.00
S 1.94 -0.32 -0.58 -0.01
O 0.97 -1.43 -0.92 0.00
C 1.80 -0.18 1.20 0.01
C 1.64 -1.34 1.98 0.01
C 1.44 -1.23 3.32 0.00
C 1.40 0.05 3.94 0.00
C 1.17 0.18 5.33 0.00
C 1.11 1.42 5.91 0.00
C 1.29 2.58 5.13 0.00
C 1.51 2.48 3.78 0.00
C 1.58 1.22 3.16 0.00
C 1.77 1.08 1.75 -0.01
C 1.90 2.28 0.87 0.00
C 3.17 2.93 0.72 0.00
C 4.31 2.51 1.45 0.00
C 5.51 3.14 1.26 0.00
C 5.63 4.21 0.34 0.00
C 4.54 4.62 -0.38 0.00
C 3.28 3.99 -0.21 0.00
C 2.15 4.38 -0.97 0.00
C 0.95 3.76 -0.81 0.00
C 0.83 2.71 0.13 0.00
S -0.66 1.74 0.29 0.00
O -0.73 0.86 -0.95 0.02
C -1.89 3.00 0.06 0.00
C -2.26 3.78 1.15 0.00
C -3.23 4.75 0.99 0.00
C -3.86 4.94 -0.24 0.00
C -4.92 5.99 -0.42 0.00
C -3.48 4.13 -1.32 0.00
C -2.51 3.16 -1.17 -0.01
H 7.61 -3.60 -0.54 0.00
H 8.25 -1.96 -0.63 0.00
H 7.76 -2.80 -2.10 0.00
H 5.24 -3.95 -0.34 0.00
H 2.94 -3.05 -0.18 0.00
H 4.39 0.82 -1.32 0.00
H 6.69 -0.10 -1.49 0.00
H 1.63 -2.31 1.50 -0.01
H 1.27 -2.12 3.92 0.00
H 1.03 -0.71 5.92 0.00
H 0.93 1.51 6.97 0.00
H 1.24 3.56 5.60 0.00
H 1.65 3.38 3.19 0.00
H 4.23 1.70 2.15 0.00
H 6.38 2.82 1.82 0.00
H 6.58 4.70 0.21 0.00
H 4.63 5.43 -1.09 0.00
H 2.25 5.19 -1.68 0.00
H 0.09 4.06 -1.39 0.00
H -1.78 3.63 2.11 0.00
H -3.52 5.37 1.83 0.00
H -5.09 6.55 0.51 0.00
H -5.87 5.54 -0.72 0.00
H -4.64 6.70 -1.19 0.00
H -3.97 4.27 -2.28 0.00
H -2.22 2.52 -2.00 0.01

***

[6]
9
Properties=species:S:1:pos:R:3:mulliken_charge:R:1 method="wB97M-V/def2-TZVPD" orbital_gap_ha=0.3371 homo_ev=-9.03 e_tot_ev=-9643.37955 spin_multiplicity=1 largest_force_ha_per_bohr=0.100
C -0.06 -1.04 0.24 0.06
N 1.27 -1.21 0.18 -0.28
N -0.80 0.05 0.43 -0.01
N 1.41 0.96 -0.33 -0.25
O 2.02 -0.16 0.24 -0.04
O -0.08 1.26 0.65 -0.37
H -0.51 -1.99 0.32 0.35
H -1.74 0.22 0.14 0.24
H 1.81 1.84 -0.05 0.29